This record from the Open Molecules 2025 dataset describes C28H21CrF6N3O3PSe2 as an isolated structure. The level of theory is wB97M-V/def2-TZVPD.

Its max |F| is 0.7 eV Å⁻¹. The calculation puts the gap between HOMO and LUMO (alpha / beta) at 0.24978 / 0.23314 hartree. For the HOMO energy (alpha / beta), the calculation gives -4.569 / -4.528 eV. For the energy above the lowest of the compared OMol25 structures with the same formula, charge and spin, the calculation gives 29.1 kcal/mol.

ORCA input file:
```
! RIJCOSX wB97M-V def2-TZVPD def2/J DEFGRID3
* xyz -1 5
Cr 0.546 0.416 -1.137
O -2.196 0.616 1.820
C -1.314 0.320 1.047
N -0.316 1.120 0.535
C -0.252 2.466 0.747
O -0.893 3.171 1.499
C 0.821 3.084 -0.133
C 1.275 4.364 0.110
C 2.296 4.869 -0.672
C 2.796 4.082 -1.700
C 2.262 2.826 -1.902
N 1.310 2.321 -1.119
C -1.205 -1.093 0.509
C -1.954 -2.105 1.069
C -1.782 -3.396 0.601
C -0.864 -3.624 -0.408
C -0.158 -2.554 -0.927
N -0.337 -1.310 -0.490
H 0.817 4.918 0.919
H 2.701 5.856 -0.485
H 3.585 4.436 -2.350
H 2.571 2.194 -2.726
H -2.642 -1.851 1.865
H -2.351 -4.216 1.024
H -0.679 -4.619 -0.792
H 0.555 -2.673 -1.730
Se 2.236 -1.769 1.668
P 2.572 -0.401 0.028
Se 1.423 -0.452 -3.266
C 3.600 0.929 0.801
C 4.959 1.133 0.573
C 5.650 2.126 1.259
C 4.999 2.929 2.183
C 3.648 2.720 2.435
C 2.961 1.726 1.754
C 3.773 -1.175 -1.138
C 4.386 -0.391 -2.123
C 5.296 -0.946 -3.011
C 5.593 -2.302 -2.938
C 4.983 -3.088 -1.972
C 4.084 -2.525 -1.071
H 5.492 0.510 -0.133
H 6.710 2.264 1.075
H 5.542 3.704 2.713
H 3.129 3.324 3.172
H 1.925 1.522 1.997
H 4.152 0.664 -2.181
H 5.764 -0.323 -3.765
H 6.299 -2.741 -3.634
H 5.210 -4.146 -1.913
H 3.617 -3.129 -0.302
C -3.205 1.970 -1.724
C -2.045 1.580 -2.647
O -1.188 0.737 -2.017
C -2.631 0.831 -3.878
F -3.044 -0.391 -3.514
F -1.733 0.679 -4.865
F -3.710 1.448 -4.415
C -1.373 2.897 -3.141
F -0.177 2.705 -3.702
F -2.131 3.563 -4.040
F -1.189 3.743 -2.099
H -3.783 1.075 -1.501
H -3.853 2.723 -2.176
H -2.796 2.353 -0.791
*
```

Atom charges from the natural (NBO) analysis, given in e for atoms 1 to 5: Cr 1.024; O -0.563; C 0.666; N -0.755; C 0.644